[1]
This record from the OMol25 dataset describes the molecule C7H10I3P at a distorted geometry. The level of theory is ωB97M-V with the def2-TZVPD basis set.

Results
- E_HOMO (spin up / spin down): -0.27791 / -0.32099 Eh
- Maximum force: 4.22 eV Å⁻¹
- Energy above the lowest of the compared OMol25 structures with the same formula, charge and spin: 41.48 kcal/mol
- Molecular weight: 505.84 g mol⁻¹

Structure (ORCA input):
```
! wB97M-V def2-TZVPD RIJCOSX def2/J DEFGRID3
* xyz 0 1
C 0.341 0.173 -0.655
C 0.988 0.458 0.533
C -1.144 -0.045 -0.723
C 0.441 1.176 1.565
C -1.760 -0.356 0.678
C 1.200 -0.523 -1.656
C 2.542 0.275 0.714
P -3.651 -0.576 0.832
I -3.748 -1.716 -1.601
I -1.185 -2.202 1.680
I -4.054 1.735 0.111
H -1.664 0.851 -1.060
H -1.460 -0.906 -1.448
H 0.787 1.182 2.622
H -0.444 1.790 1.418
H 1.308 0.093 -2.599
H 0.800 -1.511 -1.699
H 2.195 -0.526 -1.342
H 2.591 0.174 1.844
H 3.033 1.144 0.364
H 2.885 -0.691 0.422
*
```

=====

[2]
This record from the OMol25 dataset describes a 2-piece molecular cluster, C7H10IN3 overall at a distorted geometry. The level of theory is ωB97M-V with the def2-TZVPD basis set.

Results
- E_HOMO (spin up / spin down): -0.59521 / -0.59401 Eh
- Maximum force: 5.01 eV Å⁻¹
- Energy above the lowest of the compared OMol25 structures with the same formula, charge and spin: 0.00 kcal/mol
- Molecular weight: 263.08 g mol⁻¹

Structure (ORCA input):
```
! wB97M-V def2-TZVPD RIJCOSX def2/J DEFGRID3
* xyz 2 1
C -2.907 -0.188 -1.293
C -1.568 -0.338 -1.240
C -3.592 0.969 -0.861
C -1.443 1.805 -0.016
C -0.785 0.705 -0.596
C -2.831 1.879 -0.117
C 1.654 0.346 -0.987
N 2.725 0.153 -0.409
N 0.488 0.595 -0.442
N 0.411 -0.664 1.935
I -3.740 3.407 1.115
H -3.475 -0.954 -1.696
H -1.099 -1.088 -1.769
H -4.614 1.165 -1.049
H -0.813 2.476 0.501
H 1.789 0.318 -2.104
H 3.551 0.173 -0.983
H 2.675 0.068 0.619
H -0.552 -0.897 1.721
H 0.632 -0.450 2.866
H 0.966 -1.495 1.778
*
```

=====

[3]
This record from the OMol25 dataset describes an isolated ion of composition C7H10N and charge +1 at a distorted geometry. The level of theory is ωB97M-V with the def2-TZVPD basis set.

Results
- E_HOMO: -0.53309 Eh
- SMILES: C=C1[N@H+]2C[C@@]12C1CC1
- Maximum force: 3.28 eV Å⁻¹
- Energy above the lowest of the compared OMol25 structures with the same formula, charge and spin: 95.88 kcal/mol
- Molecular weight: 108.16 g mol⁻¹

Structure (ORCA input):
```
! wB97M-V def2-TZVPD RIJCOSX def2/J DEFGRID3
* xyz 1 1
C 1.795 -0.351 0.027
C 2.777 -1.195 -0.096
C -2.278 0.349 0.427
C -2.147 -0.751 -0.578
C 0.624 1.403 -0.564
C -1.020 -0.499 0.384
C 0.371 0.014 -0.108
N 1.455 0.892 0.637
H 3.846 -0.968 0.174
H 2.732 -2.081 -0.693
H -2.149 1.304 -0.106
H -2.976 0.359 1.271
H -2.720 -1.512 -0.053
H -2.169 -0.809 -1.677
H 1.267 1.776 -1.373
H -0.088 2.205 -0.242
H -0.732 -1.371 0.959
H 1.411 1.234 1.611
*
```

=====

[4]
This record from the OMol25 dataset describes C7H10N as an isolated structure at a distorted geometry. The level of theory is ωB97M-V with the def2-TZVPD basis set.

Results
- E_HOMO (spin up / spin down): -0.47215 / -0.47217 Eh
- Maximum force: 4.16 eV Å⁻¹
- Energy above the lowest of the compared OMol25 structures with the same formula, charge and spin: 98.10 kcal/mol
- Molecular weight: 108.16 g mol⁻¹

Structure (ORCA input):
```
! wB97M-V def2-TZVPD RIJCOSX def2/J DEFGRID3
* xyz 1 1
C 1.813 -0.205 -0.739
C 1.821 0.896 0.212
C -1.347 -1.214 0.703
C 0.567 0.148 0.835
C -0.359 -1.521 -0.405
C -0.864 0.085 0.307
C -1.489 1.098 -0.520
N 0.912 -0.908 -0.118
H 2.514 -0.599 -1.443
H 2.711 0.983 0.786
H 1.738 1.908 -0.152
H -2.399 -1.456 0.648
H -0.969 -1.485 1.719
H 0.657 0.064 1.827
H -0.419 -2.049 -1.379
H -1.777 1.956 0.024
H -2.409 0.820 -1.134
H -0.700 1.479 -1.170
*
```

=====

[5]
This record from the OMol25 dataset describes a 2-piece molecular cluster, C7H10N2O overall at a distorted geometry. The level of theory is ωB97M-V with the def2-TZVPD basis set.

Results
- E_HOMO: -0.35512 Eh
- SMILES: c1ccncc1.CC(N)=O
- Maximum force: 4.96 eV Å⁻¹
- Energy above the lowest of the compared OMol25 structures with the same formula, charge and spin: 52.54 kcal/mol
- Molecular weight: 138.17 g mol⁻¹

Structure (ORCA input):
```
! wB97M-V def2-TZVPD RIJCOSX def2/J DEFGRID3
* xyz 0 1
C 1.756 1.586 0.064
C 0.820 0.725 0.663
C 1.127 -0.602 0.678
C 2.332 -1.039 0.103
C 3.141 -0.143 -0.470
C -2.100 0.380 -0.241
C -3.357 -0.209 0.106
H 1.599 2.710 0.208
H -0.058 1.142 1.156
H 0.548 -1.394 1.305
H 2.517 -2.110 0.140
H 4.045 -0.449 -0.986
H -0.079 -0.076 -0.629
H -1.178 -1.568 -0.942
H -3.733 0.156 1.048
H -3.235 -1.316 0.215
H -3.957 -0.062 -0.884
N 2.892 1.173 -0.493
N -1.159 -0.482 -0.887
O -1.921 1.580 -0.154
*
```

=====

[6]
This record from the OMol25 dataset describes the molecule C7H10N2O2 at a distorted geometry. The level of theory is ωB97M-V with the def2-TZVPD basis set.

Results
- E_HOMO: -0.35328 Eh
- SMILES: C=CC(=O)NCNC(=O)C=C
- Maximum force: 2.89 eV Å⁻¹
- Energy above the lowest of the compared OMol25 structures with the same formula, charge and spin: 40.75 kcal/mol
- Molecular weight: 154.17 g mol⁻¹

Structure (ORCA input):
```
! wB97M-V def2-TZVPD RIJCOSX def2/J DEFGRID3
* xyz 0 1
C -2.909 -1.592 2.046
C -1.590 -1.710 1.978
C -0.670 -0.553 1.538
C -0.312 1.558 0.262
C 0.678 0.403 -1.561
C 1.884 0.036 -2.328
C 3.109 0.533 -2.165
H -3.490 -2.447 2.377
H -3.486 -0.756 1.726
H -1.106 -2.614 2.281
H -1.586 0.083 -0.279
H 0.016 2.180 1.075
H -0.898 2.214 -0.353
H 1.608 0.963 0.207
H 1.707 -0.708 -3.088
H 3.418 1.123 -1.338
H 3.952 0.061 -2.719
N -1.125 0.380 0.630
N 0.883 1.211 -0.478
O 0.424 -0.452 2.034
O -0.508 0.086 -1.843
*
```

=====

[7]
This record from the OMol25 dataset describes the molecule C7H10N2O2S at a distorted geometry. The level of theory is ωB97M-V with the def2-TZVPD basis set.

Results
- E_HOMO: -0.27155 Eh
- SMILES: CC(=O)n1c(C)c(O)n(C)c1=S
- Maximum force: 5.35 eV Å⁻¹
- Energy above the lowest of the compared OMol25 structures with the same formula, charge and spin: 46.74 kcal/mol
- Molecular weight: 186.24 g mol⁻¹

Structure (ORCA input):
```
! wB97M-V def2-TZVPD RIJCOSX def2/J DEFGRID3
* xyz 0 1
C -0.705 -0.087 -0.625
C -0.941 -1.077 0.280
C 0.949 -0.127 0.803
C 0.725 1.819 -0.852
C -1.369 0.141 -2.004
C 2.076 2.383 -0.805
C 0.214 -1.796 2.367
N 0.453 0.504 -0.307
N 0.002 -0.971 1.224
O -0.239 2.337 -1.302
O -1.861 -1.976 0.422
S 2.418 0.069 1.473
H -0.818 -0.459 -2.815
H -1.456 1.213 -2.295
H -2.389 -0.214 -1.835
H 2.905 1.759 -1.332
H 2.292 2.279 0.400
H 2.120 3.381 -1.040
H 0.432 -2.908 2.022
H 1.156 -1.366 2.887
H -0.649 -1.910 3.126
H -2.630 -1.635 -0.047
*
```

=====

[8]
This record from the OMol25 dataset describes C7H10N2O4SY as an isolated structure at a distorted geometry. The level of theory is ωB97M-V with the def2-TZVPD basis set.

Results
- E_HOMO: -0.76218 Eh
- Maximum force: 9.35 eV Å⁻¹
- Energy above the lowest of the compared OMol25 structures with the same formula, charge and spin: 10.68 kcal/mol
- Molecular weight: 307.14 g mol⁻¹

Structure (ORCA input):
```
! wB97M-V def2-TZVPD RIJCOSX def2/J DEFGRID3
* xyz 3 1
Y -0.638 1.502 -0.624
O 2.889 1.348 -1.294
C 1.728 1.436 -1.107
C -2.852 2.585 -1.005
O -3.969 2.905 -1.013
C -0.939 0.541 -2.862
O -1.121 -0.058 -3.837
C -0.127 3.493 0.738
O 0.085 4.335 1.527
H -0.005 4.009 -2.765
H -0.730 4.121 -2.693
C -0.078 -3.372 0.456
N -0.318 -1.986 -0.006
C -0.404 -0.949 0.921
S -1.930 -0.055 1.082
N 0.513 -0.820 1.876
C 1.882 -1.397 1.832
H 0.298 -3.393 1.479
H 0.662 -3.787 -0.226
H -0.991 -3.966 0.415
H -1.017 -1.925 -0.754
H 0.423 0.049 2.419
H 2.613 -0.593 1.793
H 2.068 -2.015 2.717
H 1.961 -2.009 0.934
*
```

=====

[9]
This record from the OMol25 dataset describes the molecule C7H10N2S. The level of theory is ωB97M-V with the def2-TZVPD basis set.

Results
- E_HOMO: -0.31635 Eh
- SMILES: Cc1cn(CCC=S)cn1
- Maximum force: 0.77 eV Å⁻¹
- Energy above the lowest of the compared OMol25 structures with the same formula, charge and spin: 0.00 kcal/mol
- Molecular weight: 154.24 g mol⁻¹

Structure (ORCA input):
```
! wB97M-V def2-TZVPD RIJCOSX def2/J DEFGRID3
* xyz 0 1
C -1.442 -1.301 0.247
C -0.658 0.658 -0.289
C -1.983 0.751 0.045
C 2.034 -0.616 0.529
C 0.979 -1.210 -0.429
C 3.343 -0.405 -0.133
C -2.848 1.961 0.049
N -2.450 -0.487 0.376
N -0.318 -0.663 -0.160
S 4.276 0.894 0.091
H -1.474 -2.356 0.435
H 1.675 0.335 0.931
H 2.179 -1.290 1.380
H 1.253 -0.973 -1.464
H 0.924 -2.297 -0.329
H 3.676 -1.192 -0.807
H -3.561 1.909 0.867
H -2.239 2.856 0.152
H -3.409 2.024 -0.883
H 0.043 1.402 -0.608
*
```

=====

[10]
This record from the OMol25 dataset describes an isolated ion of composition C7H10N3 and charge +1 at a distorted geometry. The level of theory is ωB97M-V with the def2-TZVPD basis set.

Results
- E_HOMO: -0.48148 Eh
- Maximum force: 5.23 eV Å⁻¹
- Energy above the lowest of the compared OMol25 structures with the same formula, charge and spin: 81.61 kcal/mol
- Molecular weight: 136.18 g mol⁻¹

Structure (ORCA input):
```
! wB97M-V def2-TZVPD RIJCOSX def2/J DEFGRID3
* xyz 1 1
C 2.059 -1.358 -0.346
C 0.775 -1.720 -0.225
C 2.392 0.079 -0.176
C -1.147 1.063 1.757
C 0.177 1.132 -0.165
C -0.656 -0.218 -0.074
C -1.495 -0.560 -1.337
N 1.556 1.038 0.007
N -0.433 1.871 0.990
N -1.271 -0.121 1.154
H 2.883 -1.961 -0.452
H 0.333 -2.727 -0.218
H 3.508 0.432 -0.031
H -1.725 1.431 2.605
H -0.032 1.632 -1.192
H -1.965 0.302 -1.780
H -2.276 -1.397 -1.065
H -0.657 -0.821 -2.103
H -0.109 2.779 1.141
H -1.918 -0.877 1.512
*
```

=====

> Which formula does entry 8 have?

C7H10N2O4SY

=====

Please write out number 3 again, unchanged.
This record from the OMol25 dataset describes an isolated ion of composition C7H10N and charge +1 at a distorted geometry. The level of theory is ωB97M-V with the def2-TZVPD basis set.

Results
- E_HOMO: -0.53309 Eh
- SMILES: C=C1[N@H+]2C[C@@]12C1CC1
- Maximum force: 3.28 eV Å⁻¹
- Energy above the lowest of the compared OMol25 structures with the same formula, charge and spin: 95.88 kcal/mol
- Molecular weight: 108.16 g mol⁻¹

Structure (ORCA input):
```
! wB97M-V def2-TZVPD RIJCOSX def2/J DEFGRID3
* xyz 1 1
C 1.795 -0.351 0.027
C 2.777 -1.195 -0.096
C -2.278 0.349 0.427
C -2.147 -0.751 -0.578
C 0.624 1.403 -0.564
C -1.020 -0.499 0.384
C 0.371 0.014 -0.108
N 1.455 0.892 0.637
H 3.846 -0.968 0.174
H 2.732 -2.081 -0.693
H -2.149 1.304 -0.106
H -2.976 0.359 1.271
H -2.720 -1.512 -0.053
H -2.169 -0.809 -1.677
H 1.267 1.776 -1.373
H -0.088 2.205 -0.242
H -0.732 -1.371 0.959
H 1.411 1.234 1.611
*
```

=====

> Which value of molecular weight does entry 4 give?

108.16 g mol⁻¹

=====

> Among the records above, which one has the lowest maximum force?

C7H10N2S